A gas-phase ion, C6H12ClN2 (charge +1). Source: the Open Molecules 2025 dataset; level of theory: ωB97M-V with the def2-TZVPD basis set.

```
21
Properties=species:S:1:pos:R:3:forces:R:3
H 2.771 3.147 -0.402 -0.989 0.137 0.395
N 2.501 2.177 -0.272 1.371 -0.356 -0.539
C 1.400 1.755 0.132 -2.422 3.692 -0.075
C 1.006 0.412 0.243 1.417 -4.696 1.245
C 1.919 -0.632 0.264 -0.479 1.849 -1.161
C 1.615 -2.075 0.043 -0.655 -0.120 3.262
Cl 3.558 -0.180 0.175 0.342 -1.316 0.394
N -0.453 -0.069 0.241 1.552 2.082 -1.273
C -1.516 0.761 0.936 0.051 -1.646 2.099
C -0.721 -0.169 -1.229 0.525 -1.222 0.432
H 0.539 2.435 0.344 0.482 0.052 -0.011
H 2.423 -2.689 -0.235 1.354 -0.306 -0.179
H 0.900 -2.206 -0.697 -1.422 -0.242 -1.396
H 1.199 -2.542 0.992 0.432 0.437 -0.911
H -0.342 -1.000 0.617 -0.677 -0.255 0.357
H -2.404 0.744 0.328 -0.167 0.153 -0.231
H -1.758 0.214 1.909 0.356 0.912 -1.253
H -1.198 1.770 1.176 0.172 -0.118 -0.251
H -0.172 -1.022 -1.594 0.131 -0.017 -0.276
H -1.733 -0.324 -1.425 -1.751 -0.240 -0.148
H -0.378 0.696 -1.715 0.375 1.222 -0.479
```
Forces are in eV/Å.

As for the molar mass: 147.629 g mol⁻¹. As for the net charge: +1. Its HOMO energy is -12.67 eV. The energy above the lowest of the compared OMol25 structures with the same formula, charge and spin is 64.4 kcal per mole. As for the HOMO-LUMO gap: 8.79 eV.

A molecular structure, C6H12ClN5. Source: the Open Molecules 2025 dataset; level of theory: ωB97M-V with the def2-TZVPD basis set.

```
24
Properties=species:S:1:pos:R:3:forces:R:3
C 2.676 -0.268 -1.199 -0.234 -0.009 0.449
C 2.333 -0.968 -0.286 1.086 -0.216 -1.650
C -0.618 0.328 1.226 -1.041 -1.613 -1.238
C -1.784 1.704 -2.024 -0.134 -1.764 4.104
C 2.036 -2.018 0.621 -1.385 -2.343 2.051
C 0.529 -1.945 0.996 0.438 -0.389 -0.425
N 0.212 -0.641 1.613 -1.426 0.699 -1.279
N -1.416 0.002 0.099 1.207 -0.550 1.090
N -2.297 0.842 -0.364 1.160 3.735 -3.016
N -0.802 1.462 1.888 0.527 0.208 0.125
N -0.531 1.911 -2.300 0.327 -0.685 -1.998
Cl -3.137 2.363 -2.662 0.307 0.195 -0.465
H 3.115 0.311 -1.965 0.122 0.356 -0.315
H 2.608 -1.968 1.539 0.349 0.494 0.327
H 2.163 -3.156 0.419 0.181 2.067 -0.920
H 0.058 -1.920 -0.053 0.106 -1.066 2.035
H 0.390 -2.778 1.793 -0.751 1.271 -1.850
H 0.733 -0.415 2.395 1.365 0.364 1.916
H -1.379 -0.943 -0.270 0.109 0.103 0.287
H -3.229 0.518 -0.572 -0.156 -0.532 -0.382
H -0.266 1.567 2.757 -0.403 0.253 -0.576
H -1.315 2.290 1.537 0.298 -1.160 0.202
H 0.323 1.309 -1.934 -2.332 1.441 -0.573
H -0.400 2.415 -3.255 0.279 -0.857 2.100
```
Forces are in eV/Å.

As for the molar mass: 189.650 g mol⁻¹. As for the net charge: +2. Its HOMO energy is -16.73 eV. The energy above the lowest of the compared OMol25 structures with the same formula, charge and spin is 0.0 kcal per mole. As for the HOMO-LUMO gap: 8.47 eV.

2 unconnected molecules or ions with the total composition C6H12ClNO2S2. Source: the Open Molecules 2025 dataset; level of theory: ωB97M-V with the def2-TZVPD basis set.

```
24
Properties=species:S:1:pos:R:3:forces:R:3
C -0.368 0.409 -1.056 -2.264 0.792 -0.822
C -1.652 -0.927 0.445 -3.125 0.126 -0.404
C 0.683 -0.630 -0.957 -0.952 0.900 -1.489
C -0.422 -1.599 0.885 1.650 -3.432 -0.721
C -1.333 0.563 0.157 0.576 -1.454 1.009
C -2.526 1.515 -0.121 0.815 -0.473 -0.993
N 0.659 -1.538 -0.129 -0.474 -1.263 2.970
O 2.664 -1.948 1.782 -0.826 -0.612 -0.155
O 3.223 -1.563 -0.480 0.951 0.303 -1.616
S 4.105 2.785 -0.508 -0.531 -1.266 0.752
S 2.517 -2.428 0.414 0.497 0.113 1.392
Cl 2.173 3.109 0.136 0.320 0.052 -0.166
H 0.107 1.313 -1.373 0.265 0.850 -0.048
H -1.153 0.203 -1.868 1.525 -0.115 0.481
H -2.212 -1.344 -0.500 1.125 0.242 1.870
H -2.281 -1.057 1.369 -0.207 0.403 -1.154
H 1.497 -0.688 -1.651 0.557 0.489 -0.438
H 4.133 1.501 0.043 0.152 1.096 -0.587
H -0.070 -1.096 1.783 0.258 -0.319 0.203
H -0.484 -2.781 1.083 -0.355 2.708 -0.104
H -0.794 0.818 1.128 -0.489 0.605 -1.351
H -2.069 2.490 -0.103 -0.216 0.681 -0.201
H -3.305 1.499 0.607 -0.288 -0.216 0.988
H -3.092 1.395 -1.087 1.036 -0.214 0.584
```
Forces are in eV/Å.

As for the molar mass: 229.754 g mol⁻¹. Its HOMO energy is -9.50 eV. The energy above the lowest of the compared OMol25 structures with the same formula, charge and spin is 0.0 kcal per mole. As for the HOMO-LUMO gap: 9.26 eV.

A molecular structure, C6H12CrN2OP. Source: the Open Molecules 2025 dataset; level of theory: ωB97M-V with the def2-TZVPD basis set.

```
23
Properties=species:S:1:pos:R:3:forces:R:3
C -0.516 -1.054 -1.620 -0.235 0.512 -1.663
C -0.695 -0.048 -2.561 -0.087 -0.399 -1.667
C -0.347 1.330 -2.488 0.362 -0.160 -0.112
C 0.389 2.028 -1.470 2.057 1.432 -0.639
C 1.053 1.495 -0.345 0.496 1.559 -1.398
Cr -0.380 0.332 -0.412 -1.461 -1.252 2.703
P 0.455 -2.184 0.474 0.223 0.334 0.382
H -0.885 -2.043 -1.866 0.226 -0.086 -0.010
H -1.100 -0.315 -3.560 -0.204 0.193 0.650
H -0.514 1.895 -3.411 -0.554 -0.026 0.702
H 1.678 2.195 0.240 -0.434 -0.562 -0.158
H 0.528 3.102 -1.786 -0.172 -0.948 0.664
H 1.721 -2.446 1.095 -0.351 -0.505 0.259
H 0.532 -3.199 -0.508 0.071 0.107 0.350
H -0.465 -2.824 1.358 0.508 -0.413 0.121
N -0.918 0.988 3.974 -0.017 0.095 0.342
C -0.265 0.279 3.026 -0.852 0.326 -2.267
N 0.679 -0.584 3.461 0.022 0.035 0.384
O -0.583 0.446 1.818 0.270 -0.315 1.666
H -0.682 0.910 4.948 -0.126 0.141 -0.093
H -1.619 1.648 3.672 0.233 -0.176 0.068
H 1.155 -1.214 2.827 -0.187 0.333 0.187
H 0.780 -0.694 4.462 0.213 -0.226 -0.471
```
Forces are in eV/Å.

As for the multiplicity: 4. As for the molar mass: 211.145 g mol⁻¹. Its HOMO energy (spin up / spin down) is -5.63 / -6.29 eV. Its expectation value of S² is 3.8523. As for the HOMO-LUMO gap (spin up / spin down): 5.93 / 6.57 eV.

- Which of these has the highest molar mass?
  C6H12ClNO2S2

- Look up the molar mass of the second one.
  189.650 g mol⁻¹